No. 1
Here is a molecular structure, C25H34ClN5O3Tb in a non-equilibrium geometry from OMol25. Energies are from ωB97M-V with the def2-TZVPD basis set.

- charge = +1
- LUMO (spin up / spin down) (eV) = -3.330 / -3.334
- 2S+1 = 7
- expectation value of S² = 12.664
- E_HOMO (spin up / spin down) (eV) = -9.922 / -9.927
- ΔE to the lowest compared entry with this formula, charge and spin (kJ/mol) = 0.0
- total energy (hartree) = -2757.098228

Last column: Löwdin spin population.
Atoms and positions in Å:
Tb1 8.764 11.902 13.286  6.103
N1 6.407 11.635 13.695  -0.014
C1 6.014 11.856 15.094  0.000
C2 6.826 11.060 16.098  0.000
N2 8.274 11.144 15.853  -0.012
C3 9.058 11.991 16.822  0.000
C4 9.399 13.371 16.251  -0.001
N3 9.958 13.373 14.927  -0.012
H1 5.967 12.343 13.093  0.000
H2 6.107 10.709 13.384  0.000
H3 4.941 11.602 15.254  0.000
H4 6.098 12.922 15.304  0.000
H5 6.484 10.006 16.070  0.000
H6 6.549 11.453 17.112  0.000
H7 8.668 10.205 15.909  0.000
H8 9.995 11.463 17.033  0.000
H9 8.511 12.145 17.766  0.000
H10 10.062 13.848 16.979  0.000
H11 8.487 13.991 16.248  0.000
H12 10.929 13.095 14.924  0.000
H13 9.868 14.307 14.476  0.000
Cl1 14.428 6.853 14.011  0.000
C5 13.355 8.132 13.669  0.000
C6 13.886 9.443 13.591  0.000
C7 13.052 10.517 13.355  0.000
C8 11.661 10.378 13.216  0.000
O1 10.893 11.420 12.962  -0.015
C9 11.106 9.039 13.401  0.000
C10 9.754 8.737 13.419  0.000
O2 8.768 9.596 13.432  -0.013
C11 12.003 7.926 13.556  0.000
H14 14.955 9.555 13.752  0.000
H15 13.536 11.492 13.217  0.000
H16 9.526 7.663 13.447  0.000
H17 11.625 6.913 13.593  0.000
C12 8.373 9.156 9.861  0.000
N4 8.500 10.403 9.131  0.000
C13 8.636 10.262 7.682  0.000
C14 8.177 11.506 6.970  0.000
C15 8.724 12.775 7.603  0.000
N5 8.567 12.740 9.047  0.000
C16 8.677 14.023 9.700  0.000
C17 8.480 11.605 9.797  -0.001
O3 8.307 11.630 11.059  -0.017
H18 9.277 8.519 9.755  0.000
H19 7.504 8.571 9.500  0.000
H20 8.259 9.409 10.927  0.000
H21 8.062 9.378 7.380  0.000
H22 9.684 9.949 7.483  0.000
H23 7.061 11.552 6.912  0.000
H24 8.465 11.415 5.910  0.000
H25 8.135 13.640 7.199  0.000
H26 9.772 12.963 7.336  0.000
H27 9.738 14.348 9.717  0.000
H28 8.290 13.971 10.729  0.000
H29 8.101 14.750 9.105  0.000
C18 7.873 14.259 13.027  -0.018
C19 7.909 15.514 13.177  -0.001
C20 8.132 16.892 13.371  0.000
C21 8.648 17.680 12.293  0.000
C22 8.925 19.022 12.475  0.000
C23 8.666 19.628 13.713  0.000
C24 8.155 18.873 14.760  0.000
C25 7.867 17.542 14.598  0.000
H30 8.864 17.171 11.359  0.000
H31 9.376 19.580 11.668  0.000
H32 8.878 20.668 13.860  0.000
H33 7.993 19.357 15.726  0.000
H34 7.455 16.912 15.390  0.000

No. 2
Here is C18H19ClN4O4 in the gas phase in a non-equilibrium geometry from OMol25. Energies are from ωB97M-V with the def2-TZVPD basis set.

- charge = 0
- LUMO (eV) = 0.671
- structure (SMILES) = COc1ccc(OCc2cc(C(=O)N[C@H](C)c3cnn(C)c3)no2)c(Cl)c1
- E_HOMO (eV) = -8.393
- ΔE to the lowest compared entry with this formula, charge and spin (kJ/mol) = 238.9
- total energy (hartree) = -1677.427225

Last column: natural (NBO) charge in e.
Atoms and positions in Å:
C1 5.604 0.959 -2.720  -0.254
H1 4.711 0.417 -3.045  0.179
O1 5.294 1.923 -1.741  -0.488
C2 4.751 1.507 -0.569  0.304
C3 4.484 0.187 -0.240  -0.317
C4 3.929 -0.146 0.992  -0.095
C5 3.606 0.836 1.921  0.303
C6 3.889 2.163 1.572  -0.236
C7 4.451 2.500 0.367  -0.238
H2 4.661 3.528 0.119  0.230
H3 3.647 2.921 2.299  0.230
O2 3.069 0.706 3.174  -0.499
C8 2.353 -0.438 3.569  -0.116
C9 1.238 -0.788 2.640  0.306
C10 0.657 -0.118 1.601  -0.334
C11 -0.338 -1.018 1.142  0.046
N1 -0.333 -2.113 1.865  -0.129
O3 0.638 -1.980 2.793  -0.262
C12 -1.281 -0.807 0.009  0.653
O4 -1.271 0.220 -0.643  -0.625
N2 -2.091 -1.863 -0.181  -0.591
H4 -1.988 -2.619 0.479  0.420
C13 -3.159 -1.953 -1.176  -0.054
C14 -4.273 -1.006 -0.849  -0.152
C15 -4.261 0.376 -0.880  -0.047
N3 -5.483 0.787 -0.495  -0.155
N4 -6.286 -0.235 -0.221  -0.269
C16 -5.573 -1.326 -0.425  -0.061
H5 -6.004 -2.294 -0.270  0.205
C17 -5.950 2.137 -0.371  -0.405
H6 -6.974 2.100 -0.006  0.235
H7 -5.928 2.643 -1.338  0.205
H8 -5.330 2.694 0.334  0.207
H9 -3.474 1.058 -1.127  0.241
C18 -2.607 -1.707 -2.581  -0.611
H10 -3.410 -1.791 -3.309  0.215
H11 -1.837 -2.439 -2.815  0.208
H12 -2.177 -0.712 -2.639  0.234
H13 -3.548 -2.974 -1.113  0.211
H14 0.883 0.848 1.205  0.258
H15 1.939 -0.170 4.549  0.219
H16 3.004 -1.310 3.706  0.210
Cl1 3.695 -1.850 1.261  0.003
H17 4.705 -0.616 -0.923  0.235
H18 6.013 1.516 -3.561  0.203
H19 6.353 0.247 -2.359  0.177

No. 3
Here is C4H3NOS3 in the gas phase in a non-equilibrium geometry from OMol25. Energies are from ωB97M-V with the def2-TZVPD basis set.

- charge = 0
- LUMO (eV) = -1.034
- structure (SMILES) = NC(=O)c1cc(=S)ss1
- E_HOMO (eV) = -8.340
- ΔE to the lowest compared entry with this formula, charge and spin (kJ/mol) = 2.6
- total energy (hartree) = -1478.777800

Last column: natural (NBO) charge in e.
Atoms and positions in Å:
C1 0.121 -1.250 1.019  0.652
C2 -0.122 0.144 0.513  -0.250
C3 0.036 0.629 -0.757  -0.300
C4 -0.225 2.063 -0.869  -0.318
H1 -0.136 -2.154 -0.930  0.412
H2 0.659 -3.060 0.225  0.402
H3 0.431 0.196 -1.669  0.259
N1 0.267 -2.111 -0.033  -0.835
O1 0.210 -1.493 2.167  -0.548
S1 -0.343 3.004 -2.195  -0.032
S2 -0.392 2.871 0.704  0.247
S3 -0.507 1.162 1.823  0.313

Please write out number 2 again, unchanged.
Here is C18H19ClN4O4 in the gas phase in a non-equilibrium geometry from OMol25. Energies are from ωB97M-V with the def2-TZVPD basis set.

- charge = 0
- LUMO (eV) = 0.671
- structure (SMILES) = COc1ccc(OCc2cc(C(=O)N[C@H](C)c3cnn(C)c3)no2)c(Cl)c1
- E_HOMO (eV) = -8.393
- ΔE to the lowest compared entry with this formula, charge and spin (kJ/mol) = 238.9
- total energy (hartree) = -1677.427225

Last column: natural (NBO) charge in e.
Atoms and positions in Å:
C1 5.604 0.959 -2.720  -0.254
H1 4.711 0.417 -3.045  0.179
O1 5.294 1.923 -1.741  -0.488
C2 4.751 1.507 -0.569  0.304
C3 4.484 0.187 -0.240  -0.317
C4 3.929 -0.146 0.992  -0.095
C5 3.606 0.836 1.921  0.303
C6 3.889 2.163 1.572  -0.236
C7 4.451 2.500 0.367  -0.238
H2 4.661 3.528 0.119  0.230
H3 3.647 2.921 2.299  0.230
O2 3.069 0.706 3.174  -0.499
C8 2.353 -0.438 3.569  -0.116
C9 1.238 -0.788 2.640  0.306
C10 0.657 -0.118 1.601  -0.334
C11 -0.338 -1.018 1.142  0.046
N1 -0.333 -2.113 1.865  -0.129
O3 0.638 -1.980 2.793  -0.262
C12 -1.281 -0.807 0.009  0.653
O4 -1.271 0.220 -0.643  -0.625
N2 -2.091 -1.863 -0.181  -0.591
H4 -1.988 -2.619 0.479  0.420
C13 -3.159 -1.953 -1.176  -0.054
C14 -4.273 -1.006 -0.849  -0.152
C15 -4.261 0.376 -0.880  -0.047
N3 -5.483 0.787 -0.495  -0.155
N4 -6.286 -0.235 -0.221  -0.269
C16 -5.573 -1.326 -0.425  -0.061
H5 -6.004 -2.294 -0.270  0.205
C17 -5.950 2.137 -0.371  -0.405
H6 -6.974 2.100 -0.006  0.235
H7 -5.928 2.643 -1.338  0.205
H8 -5.330 2.694 0.334  0.207
H9 -3.474 1.058 -1.127  0.241
C18 -2.607 -1.707 -2.581  -0.611
H10 -3.410 -1.791 -3.309  0.215
H11 -1.837 -2.439 -2.815  0.208
H12 -2.177 -0.712 -2.639  0.234
H13 -3.548 -2.974 -1.113  0.211
H14 0.883 0.848 1.205  0.258
H15 1.939 -0.170 4.549  0.219
H16 3.004 -1.310 3.706  0.210
Cl1 3.695 -1.850 1.261  0.003
H17 4.705 -0.616 -0.923  0.235
H18 6.013 1.516 -3.561  0.203
H19 6.353 0.247 -2.359  0.177